[1]
C32H23ClN6O6SSr | ωB97M-V/def2-TZVPD

Values from the calculation:
multiplicity: 1
max |F|: 0.0106 hartree/bohr
frontier orbital gap: 7.4 eV
M: 742.7 g/mol
relative energy (zero: lowest compared OMol25 entry of this formula, charge and spin): 0.000 eV
electronic energy: -2902.4480 Eh

Each line ends with the Löwdin charge.
Geometry (Å):
Sr -0.2975 0.1157 -0.1593  1.45
C -8.0844 -0.7342 -1.8772  -0.08
O -8.1944 0.6600 -2.0914  -0.08
C -7.7745 1.4843 -1.0994  -0.28
C -7.2755 1.0468 0.1250  0.00
C -6.8464 1.9720 1.0649  -0.02
C -6.9222 3.3316 0.7987  -0.29
C -7.4806 3.7637 -0.4010  -0.03
C -7.8803 2.8513 -1.3547  0.01
N -6.5711 4.3602 1.7371  0.07
N -5.5298 4.3236 2.3985  0.08
C -4.5384 3.3056 2.1842  -0.26
C -4.1645 2.5502 3.2603  -0.03
C -3.2343 1.5069 3.1389  -0.01
C -2.6122 1.2300 1.9345  -0.35
O -1.7525 0.2448 1.7737  -0.32
C -2.9131 2.1049 0.8261  -0.14
N -2.2118 1.8967 -0.3270  0.01
C -2.4635 2.6578 -1.3644  -0.12
C -3.4023 3.7045 -1.3423  -0.03
C -4.0966 3.9409 -0.1930  0.01
C -3.8786 3.1268 0.9416  -0.10
H -8.4541 -1.2070 -2.7829  0.09
H -8.6938 -1.0526 -1.0275  0.09
H -7.0442 -1.0278 -1.7122  0.10
H -7.2109 -0.0046 0.3589  0.10
H -6.4587 1.6234 2.0123  0.12
H -7.5901 4.8250 -0.5812  0.12
H -8.2948 3.1742 -2.2983  0.12
H -4.6392 2.7469 4.2134  0.12
H -3.0035 0.8925 3.9988  0.10
H -1.9083 2.4454 -2.2727  0.12
H -3.5515 4.3105 -2.2236  0.11
H -4.8046 4.7577 -0.1430  0.11
O 1.9133 -2.0747 -5.2844  0.13
C 2.5567 -2.7900 -4.3817  -0.51
O 3.3666 -3.6326 -4.6770  0.08
C 2.1823 -2.5652 -2.9521  -0.04
C 2.8940 -3.0329 -1.8578  -0.57
Cl 4.2898 -3.9904 -1.7813  0.83
N 2.2696 -2.6148 -0.7368  -0.08
N 1.1549 -1.9286 -1.0445  0.04
C 1.0871 -1.8942 -2.3683  -0.13
C -0.0633 -1.0894 -2.9644  -0.63
O 0.1157 -0.6191 -4.0952  0.04
O -1.0696 -0.9454 -2.2232  -0.16
C 2.5890 -2.8694 0.6273  -0.23
C 1.6071 -3.4135 1.4407  -0.01
C 1.8869 -3.6316 2.7803  -0.07
C 3.1409 -3.3194 3.2861  -0.09
C 4.1115 -2.7724 2.4599  -0.07
C 3.8353 -2.5319 1.1231  -0.04
H 1.2708 -1.4150 -4.8757  0.07
H 0.6427 -3.6667 1.0171  0.12
H 1.1304 -4.0601 3.4239  0.11
H 3.3610 -3.5028 4.3286  0.11
H 5.0849 -2.5199 2.8566  0.11
H 4.5749 -2.0820 0.4760  0.11
S 1.8352 0.7595 1.8060  0.54
C 1.3612 0.2139 3.3510  -0.74
N 0.0722 -0.0484 3.6548  0.07
C -0.3315 -0.5002 4.8596  -0.07
C 0.5551 -0.6996 5.8731  -0.06
C 1.9100 -0.4103 5.6215  -0.05
C 2.3052 0.0316 4.3911  -0.10
H -0.6814 0.1330 2.9198  0.07
H -1.3938 -0.6780 4.9520  0.13
H 0.2219 -1.0524 6.8358  0.11
H 2.6391 -0.5469 6.4084  0.11
H 3.3388 0.2471 4.1651  0.11

Cartesian forces, eV/Å:
Sr -0.5 -0.2 0.2
C 0.0 0.0 0.0
O 0.0 0.1 0.0
C 0.0 0.0 0.0
C 0.0 0.0 -0.1
C 0.0 0.1 0.1
C 0.0 0.0 0.0
C 0.0 -0.1 0.0
C 0.0 0.0 0.1
N -0.3 0.0 -0.1
N 0.3 0.1 0.1
C 0.0 -0.1 0.2
C 0.0 0.1 0.0
C 0.0 0.0 -0.1
C 0.0 0.1 0.0
O 0.1 0.1 0.0
C 0.1 -0.2 0.1
N -0.1 0.1 0.0
C 0.0 0.0 -0.1
C 0.0 0.0 0.0
C 0.0 0.1 0.0
C 0.0 0.0 0.0
H 0.0 0.0 0.0
H 0.0 0.0 0.0
H 0.0 0.0 0.0
H 0.0 0.0 0.0
H 0.0 0.0 0.0
H 0.0 0.0 0.0
H 0.0 0.0 -0.1
H 0.0 0.0 0.0
H 0.0 0.0 0.0
H 0.0 0.0 0.0
H 0.0 0.0 0.0
H 0.0 0.0 0.0
O 0.0 0.3 0.0
C -0.3 -0.4 0.0
O 0.1 0.1 0.0
C 0.1 0.1 0.1
C 0.0 0.0 -0.2
Cl 0.0 0.0 0.0
N 0.0 -0.1 -0.1
N -0.1 -0.1 0.1
C -0.1 0.2 0.1
C 0.1 -0.3 -0.3
O 0.0 0.0 -0.2
O 0.2 0.4 0.2
C -0.1 0.0 0.1
C 0.0 0.0 0.0
C 0.0 0.0 0.0
C 0.0 0.0 0.0
C 0.0 0.0 0.0
C 0.0 0.0 0.1
H 0.0 -0.2 0.0
H 0.0 0.0 0.0
H 0.0 0.0 0.0
H 0.0 0.0 0.0
H 0.0 0.0 0.0
H 0.0 0.0 0.0
S 0.1 0.0 0.0
C 0.1 0.1 0.0
N -0.1 0.1 0.0
C 0.0 0.0 0.0
C 0.1 0.0 0.0
C -0.1 0.0 0.0
C 0.0 0.0 0.0
H 0.1 -0.2 0.0
H 0.0 0.0 0.0
H 0.0 0.0 0.0
H 0.0 0.0 0.0
H 0.0 0.0 0.0

[2]
C32H24ClF10N4O2Os | ωB97M-V/def2-TZVPD

Values from the calculation:
multiplicity: 5
max |F|: 0.0529 hartree/bohr
frontier orbital gap (spin up / spin down): 6.1 / 6.2 eV
M: 912.2 g/mol
relative energy (zero: lowest compared OMol25 entry of this formula, charge and spin): 0.559 eV
⟨S²⟩: 6.04
net charge: -1
electronic energy: -3152.7530 Eh

Each line ends with the Mulliken spin population.
Geometry (Å):
Os -0.0058 -0.3524 1.1197  2.34
C -1.8923 1.3912 -1.0779  0.02
N -0.6926 0.5812 -1.2136  0.16
C -0.9494 -0.6488 -1.9408  0.02
C -2.0003 -1.5009 -1.2286  -0.02
N -1.7954 -1.4936 0.2108  0.07
C -2.5320 -2.3222 0.9400  -0.06
C -2.4434 -2.3071 2.3613  0.04
F -1.6267 -1.3797 2.9438  0.03
C -3.1339 -3.1451 3.2047  0.01
F -2.9500 -3.0408 4.5324  0.00
C -4.0320 -4.0813 2.6980  0.00
F -4.7341 -4.9036 3.5089  0.00
C -4.1812 -4.1320 1.3206  0.00
F -5.0371 -5.0150 0.7694  0.00
C -3.4787 -3.2902 0.4820  -0.01
F -3.7668 -3.4485 -0.8411  0.00
C 0.4004 1.3496 -1.7886  -0.03
C 1.1574 2.0616 -0.6690  0.08
N 1.7645 1.0386 0.1454  0.16
C 2.7666 1.3817 0.9438  0.04
C 3.1142 2.6940 1.3846  0.02
F 2.3265 3.7566 1.0608  0.00
C 4.2147 2.9609 2.1756  -0.01
F 4.4750 4.2304 2.5561  0.00
C 5.0534 1.9386 2.5968  0.03
F 6.1409 2.2014 3.3577  0.00
C 4.7432 0.6326 2.2128  0.00
F 5.5608 -0.3702 2.5903  0.00
C 3.6470 0.3694 1.4265  0.00
F 3.4092 -0.9018 1.0636  -0.01
H -2.3889 1.5230 -2.0509  0.01
H -1.6263 2.3669 -0.6803  0.00
H -2.5839 0.9289 -0.3773  -0.01
H -0.0039 -1.1972 -1.9779  -0.02
H -1.2862 -0.4371 -2.9737  0.00
H -1.9255 -2.5156 -1.6335  0.00
H -3.0046 -1.1214 -1.4691  0.00
H 0.0276 2.0710 -2.5294  0.00
H 1.0915 0.6612 -2.2785  0.00
H 0.4681 2.7023 -0.1041  0.00
H 1.9283 2.7069 -1.1127  0.00
Cl -1.6070 4.2961 6.8157  0.00
C -1.4665 3.3648 5.3539  0.01
C -2.5118 3.3991 4.4190  0.00
C -2.3994 2.7027 3.2482  0.01
C -1.2512 1.9162 2.9276  0.03
O -1.1788 1.3337 1.8016  0.16
C -0.2127 1.8794 3.9293  0.00
C 0.9485 1.0901 3.7607  -0.01
O 1.2276 0.2905 2.8504  0.04
C -0.3399 2.6326 5.1146  0.00
H -3.3934 3.9870 4.6321  0.00
H -3.1876 2.7464 2.5100  0.00
H 1.7061 1.1842 4.5570  0.00
H 0.4741 2.6166 5.8252  0.00
C 1.2361 -2.4712 3.9093  0.03
C 0.6459 -3.4865 2.9866  0.06
C 0.1780 -4.6881 3.4692  -0.08
C -0.2959 -5.6811 2.6244  0.14
C -0.2178 -5.4960 1.2501  -0.08
C 0.2594 -4.3183 0.7242  0.11
C 0.4946 -4.1403 -0.7412  0.02
C 0.5847 -3.2150 1.5801  -0.04
N 0.7912 -2.0282 1.0670  0.75
H 1.7076 -2.9609 4.7614  0.01
H 0.4687 -1.7943 4.2866  0.00
H 1.9745 -1.8833 3.3692  -0.02
H 0.1841 -4.8470 4.5394  0.00
H -0.6806 -6.6033 3.0307  0.01
H -0.5387 -6.2836 0.5806  0.00
H -0.1593 -4.7820 -1.3283  0.00
H 1.5344 -4.3910 -0.9672  0.00
H 0.3548 -3.0935 -1.0055  0.00

Cartesian forces, eV/Å:
Os -0.3 -0.3 -0.5
C -0.2 0.1 0.0
N 0.0 -0.1 0.1
C -0.2 -0.3 0.2
C 0.2 0.2 -0.1
N 1.1 1.2 0.2
C -0.6 -0.7 0.7
C 0.0 0.1 -0.2
F -0.3 -0.3 0.0
C -0.2 -0.2 0.0
F -0.1 -0.1 -0.2
C 0.1 0.1 -0.1
F 0.2 0.2 -0.1
C -0.1 0.0 0.3
F 0.1 0.1 0.2
C 0.2 0.2 0.0
F 0.1 0.0 0.2
C 0.4 0.3 0.3
C 0.0 -0.1 -0.3
N -1.3 -0.8 0.0
C 1.2 0.5 0.5
C -0.2 -0.4 -0.2
F 0.1 -0.2 0.1
C 0.4 -0.1 0.2
F -0.1 -0.3 -0.1
C -0.2 0.1 -0.1
F -0.2 -0.1 -0.1
C 0.2 0.2 0.1
F -0.1 0.1 0.0
C -0.1 0.2 -0.2
F 0.2 0.3 0.1
H 0.0 0.0 0.0
H 0.0 0.0 0.0
H 0.0 0.0 0.0
H -0.1 0.1 -0.1
H 0.1 -0.1 0.1
H 0.0 0.2 -0.1
H 0.1 -0.1 0.0
H 0.0 -0.1 -0.1
H 0.0 0.0 0.0
H 0.0 0.1 -0.1
H -0.1 0.0 0.0
Cl 0.0 0.1 0.2
C 0.3 0.0 0.1
C 0.2 -0.2 -0.2
C -0.1 0.1 -0.1
C 0.5 0.2 0.7
O -0.1 -0.3 -0.7
C -0.8 0.1 -0.5
C 0.6 -0.4 -0.1
O -0.6 0.2 0.3
C -0.2 0.0 -0.1
H 0.0 0.0 0.0
H -0.1 -0.1 0.0
H 0.0 0.0 -0.1
H 0.0 0.0 0.1
C 0.0 0.0 0.0
C 0.0 0.3 -0.5
C -0.1 -0.3 0.0
C 0.0 0.0 0.0
C 0.0 -0.1 0.2
C 0.2 0.7 0.0
C -0.1 0.1 0.0
C -0.4 -2.4 1.1
N 0.4 2.2 -1.0
H 0.0 0.0 0.0
H 0.0 0.1 0.1
H 0.1 0.1 0.1
H 0.0 -0.1 0.1
H -0.1 -0.1 0.1
H 0.0 -0.1 -0.1
H 0.0 0.0 -0.1
H 0.0 0.0 -0.1
H -0.1 -0.1 -0.1

[3]
C32H24F9N3O2PTc | ωB97M-V/def2-TZVPD

Values from the calculation:
multiplicity: 4
max |F|: 0.0180 hartree/bohr
frontier orbital gap (spin up / spin down): 6.1 / 6.0 eV
M: 782.5 g/mol
⟨S²⟩: 3.83
net charge: +3
electronic energy: -2868.5524 Eh

Each line ends with the Mulliken spin population.
Geometry (Å):
Tc -0.4474 -1.7735 -0.2321  2.91
O 3.0863 -3.3538 0.7502  0.04
C 1.9955 -2.9177 0.7537  0.00
O 1.2885 -2.5370 -0.3590  0.12
C 1.1587 -2.6972 1.9807  0.03
C 1.5517 -3.0477 3.2423  -0.01
C 0.6627 -2.8404 4.2975  0.03
C -0.5905 -2.2861 4.0448  -0.01
C -0.9335 -1.9423 2.7584  0.04
N -0.0634 -2.1428 1.7368  -0.04
H 2.5333 -3.4858 3.3773  0.00
H 0.9426 -3.1181 5.3070  0.00
H -1.3048 -2.1226 4.8415  0.00
H -1.8930 -1.5062 2.5227  -0.01
F 0.3550 1.8453 -6.7867  0.00
C -0.7336 1.9338 -6.0229  0.00
F -1.6795 1.1410 -6.5285  0.00
F -1.1695 3.1935 -6.0488  0.00
C -0.3937 1.5351 -4.5988  0.00
C 0.4679 2.3535 -3.8688  0.00
C 0.8105 2.0210 -2.5696  0.00
C 0.2633 0.8682 -2.0072  -0.07
C -0.5886 0.0492 -2.7493  -0.02
C -0.9168 0.3754 -4.0535  0.02
P 0.6832 0.4143 -0.3279  -0.03
C 0.1066 1.5812 0.9087  -0.09
C 0.7949 2.7914 1.0324  -0.01
C 0.3130 3.7569 1.9023  0.00
C -0.8317 3.5113 2.6495  0.00
C -1.4962 2.2968 2.5583  0.01
C -1.0287 1.3324 1.6838  0.05
C -1.3578 4.5666 3.6051  0.00
F -0.9576 5.7812 3.2411  0.00
F -0.9109 4.3212 4.8401  0.00
F -2.6933 4.5389 3.6286  0.00
C 2.4389 0.2763 -0.1785  -0.01
C 3.0369 0.4107 1.0837  -0.01
C 4.4014 0.2247 1.2114  0.00
C 5.1509 -0.1266 0.0954  -0.02
C 4.5581 -0.2888 -1.1563  0.01
C 3.2001 -0.0974 -1.2981  -0.01
C 6.6457 -0.3548 0.2126  0.00
F 7.0687 -0.1523 1.4596  0.00
F 7.2947 0.4740 -0.6041  0.00
F 6.9329 -1.6101 -0.1394  0.00
H 0.8747 3.2495 -4.3214  0.00
H 1.4977 2.6528 -2.0195  0.00
H -1.0122 -0.8668 -2.3189  -0.01
H -1.5708 -0.2532 -4.6425  0.00
H 1.6987 2.9894 0.4704  0.00
H 0.8312 4.7020 2.0021  0.00
H -2.3746 2.1152 3.1644  0.00
H -1.5534 0.3862 1.6088  0.00
H 2.4511 0.6852 1.9521  0.00
H 4.8838 0.3529 2.1702  0.00
H 5.1618 -0.5675 -2.0111  0.00
H 2.7409 -0.2149 -2.2733  0.00
C -5.3155 -4.0569 -0.6197  0.00
C -4.4153 -2.8799 -0.5680  0.05
C -4.6726 -1.5326 -0.8229  0.04
C -3.4896 -0.8487 -0.6773  -0.04
N -2.4899 -1.7303 -0.3265  0.01
N -3.1154 -2.9725 -0.2804  0.00
C -3.2651 0.6113 -0.8685  0.03
H -6.3385 -3.7569 -0.4056  0.00
H -5.0171 -4.8430 0.0730  0.00
H -5.3043 -4.4768 -1.6293  0.01
H -5.6312 -1.1097 -1.0888  0.00
H -2.6373 -3.8143 0.0028  0.00
H -3.8273 1.1737 -0.1206  0.00
H -3.6410 0.9188 -1.8452  0.00
H -2.2204 0.8939 -0.8003  -0.01

Cartesian forces, eV/Å:
Tc 0.7 0.1 0.4
O 0.3 -0.1 -0.2
C -0.3 0.2 0.1
O -0.2 0.0 -0.2
C -0.4 0.2 -0.2
C 0.1 0.0 0.2
C 0.0 0.0 0.0
C 0.1 -0.1 0.2
C 0.3 -0.1 -0.2
N -0.2 -0.1 -0.1
H 0.0 0.0 0.0
H 0.0 0.0 0.0
H 0.0 0.0 0.0
H 0.0 -0.1 -0.1
F 0.0 0.0 0.0
C 0.0 0.0 -0.1
F 0.0 0.0 0.0
F 0.0 0.0 0.0
C 0.1 0.1 0.1
C 0.0 0.0 0.0
C 0.0 0.0 -0.1
C -0.1 -0.3 0.1
C 0.4 0.2 0.1
C -0.1 -0.2 0.0
P 0.5 0.7 0.2
C -0.3 -0.3 0.0
C 0.0 0.0 0.0
C 0.0 0.0 0.0
C 0.1 0.0 -0.1
C 0.0 -0.1 0.0
C 0.0 0.0 0.0
C 0.0 0.1 0.0
F 0.0 0.0 0.0
F 0.0 0.0 0.0
F 0.0 0.0 0.0
C -0.2 -0.3 0.0
C 0.0 0.0 0.0
C 0.0 0.0 0.0
C -0.1 0.0 0.0
C 0.0 0.0 0.0
C 0.0 0.1 0.0
C 0.1 0.0 0.0
F 0.0 0.0 0.0
F 0.0 0.0 0.0
F 0.0 0.0 0.0
H 0.0 0.0 0.0
H 0.0 0.0 0.0
H -0.2 -0.1 -0.1
H 0.0 0.0 0.0
H 0.0 0.0 0.0
H 0.0 0.0 0.0
H 0.0 0.0 0.0
H 0.0 0.1 -0.1
H 0.0 0.0 0.0
H 0.0 0.0 0.0
H 0.0 0.0 0.0
H 0.0 0.0 0.1
C 0.0 0.0 -0.1
C -0.1 -0.1 0.0
C -0.2 0.0 -0.1
C 0.2 -0.1 0.0
N -0.5 -0.2 -0.1
N 0.0 0.3 0.0
C -0.1 0.0 0.1
H 0.0 0.0 0.0
H 0.0 0.0 0.0
H 0.0 0.0 0.0
H 0.1 0.0 0.0
H 0.1 0.0 0.0
H 0.0 0.0 0.0
H 0.0 0.0 0.0
H 0.0 0.0 0.0

- Which formula does entry 3 have?
  C32H24F9N3O2PTc

- Which value of max |F| does entry 2 give?
  0.0529 hartree/bohr

- What is the electronic energy in the second record?
  -3152.7530 Eh